1.
Here is a 2-piece molecular cluster, C3H10N2OP overall in a non-equilibrium geometry from OMol25. Energies are from ωB97M-V/def2-TZVPD.

Each line ends with the natural charge from an NBO analysis.
Atoms and positions in Å:
C1 -2.951 -0.492 -0.948  0.247
C2 1.355 0.824 1.705  -1.011
C3 0.569 0.633 -1.211  -1.016
N1 -0.381 -1.356 0.603  -1.155
N2 -3.496 0.075 -1.781  -0.663
O1 2.081 -1.257 -0.074  -0.940
P1 0.879 -0.247 0.318  1.992
H1 -0.180 -1.815 1.451  0.393
H2 1.016 0.460 2.681  0.298
H3 2.327 1.235 1.355  0.297
H4 0.747 1.698 1.535  0.267
H5 1.326 0.778 -1.982  0.311
H6 -0.200 0.096 -1.757  0.294
H7 0.188 1.577 -0.786  0.253
H8 -1.429 -0.972 0.636  0.463
H9 -3.883 0.841 -2.227  0.449
H10 2.033 -2.079 0.483  0.522

As for the net charge: +1. For the energy relative to the best compared isomer or geometry (same formula, charge and spin), the calculation gives 2.183 eV.

2.
Here is C3H10N2S as an isolated structure in a non-equilibrium geometry from OMol25. Energies are from ωB97M-V/def2-TZVPD.

Each line ends with the natural charge from an NBO analysis.
Atoms and positions in Å:
C1 -1.002 0.091 -1.550  -0.632
C2 -2.014 0.534 -0.461  -0.507
S1 -1.280 1.297 1.059  -0.547
H1 -1.348 0.540 -2.488  0.183
H2 0.000 0.459 -1.345  0.214
H3 -0.977 -0.984 -1.726  0.194
H4 -2.600 1.339 -0.893  0.191
H5 -2.622 -0.294 -0.108  0.188
N1 2.209 0.454 0.616  -0.832
C3 1.799 -0.748 1.004  -0.096
N2 0.536 -1.002 1.229  -0.823
H6 1.556 1.219 0.514  0.410
H7 3.182 0.673 0.423  0.307
H8 2.588 -1.486 1.214  0.045
H9 0.245 -1.975 1.230  0.354
H10 -0.270 -0.117 1.282  0.351

As for the net charge: -1. Its spin multiplicity is 2. For the energy relative to the best compared isomer or geometry (same formula, charge and spin), the calculation gives 0.442 eV.

3.
Here is one molecule with the formula C3H10N2S in a non-equilibrium geometry from OMol25. Energies are from ωB97M-V/def2-TZVPD.

Each line ends with the natural charge from an NBO analysis.
Atoms and positions in Å:
N1 1.321 0.953 0.100  -0.843
C1 0.410 -0.136 -0.061  -0.048
C2 0.054 -0.510 -1.554  -0.559
S1 1.503 -1.084 -2.388  -0.006
C3 -1.082 -0.173 0.607  -0.236
N2 -1.083 0.591 1.882  -0.824
H1 1.388 1.357 1.114  0.379
H2 2.277 -0.462 -1.635  0.118
H3 1.084 1.796 -0.338  0.357
H4 0.819 -0.909 0.521  0.175
H5 -0.688 -1.363 -1.469  0.228
H6 -0.480 0.397 -2.049  0.213
H7 -1.181 -1.251 0.820  0.167
H8 -1.766 0.264 -0.133  0.184
H9 -1.995 0.618 2.241  0.355
H10 -0.581 -0.086 2.342  0.340

The SMILES is NC[C@H](N)CS. For the energy relative to the best compared isomer or geometry (same formula, charge and spin), the calculation gives 1.519 eV.

4.
Here is C3H10N2S as an isolated structure in a non-equilibrium geometry from OMol25. Energies are from ωB97M-V/def2-TZVPD.

Each line ends with the natural charge from an NBO analysis.
Atoms and positions in Å:
C1 -0.716 0.076 -0.819  -0.351
C2 -1.900 0.652 0.012  -0.623
S1 -2.853 -0.286 1.102  0.039
N1 0.520 -0.600 -0.205  -0.327
C3 0.982 0.190 0.881  -0.009
N2 2.275 -0.264 1.450  -0.787
H1 -0.328 0.923 -1.453  0.233
H2 -1.144 -0.745 -1.446  0.216
H3 0.223 -0.969 -3.082  0.009
H4 -2.050 1.685 0.085  0.198
H5 -1.906 -0.704 1.933  0.074
H6 0.591 -0.342 -3.076  -0.010
H7 0.064 -0.472 1.079  0.352
H8 0.760 1.230 0.996  0.229
H9 2.628 -0.907 0.873  0.377
H10 2.855 0.533 1.672  0.380

For the energy relative to the best compared isomer or geometry (same formula, charge and spin), the calculation gives 8.148 eV.

5.
Here is a 2-piece molecular cluster, C3H10N2S overall in a non-equilibrium geometry from OMol25. Energies are from ωB97M-V/def2-TZVPD.

Each line ends with the natural charge from an NBO analysis.
Atoms and positions in Å:
C1 -0.666 0.740 -3.893  -0.647
C2 0.320 1.061 -2.882  -0.582
S1 -0.343 0.862 -1.143  0.045
H1 -1.671 1.071 -3.674  0.231
H2 -0.703 -0.406 -3.826  0.211
H3 -0.408 1.086 -4.986  0.232
H4 0.891 1.983 -3.257  0.255
H5 1.341 0.493 -2.875  0.255
N1 0.668 -0.126 4.087  -0.720
C3 0.612 -1.136 3.262  0.394
N2 -0.515 -1.406 2.617  -0.733
H6 -0.244 0.486 4.128  0.435
H7 1.439 0.111 4.774  0.472
H8 1.394 -1.926 3.077  0.259
H9 -0.827 -2.205 1.961  0.475
H10 -1.288 -0.687 2.630  0.417

As for the net charge: +1. Its spin multiplicity is 2. For the energy relative to the best compared isomer or geometry (same formula, charge and spin), the calculation gives 1.607 eV.

6.
Here is an isolated ion of composition C3H10N3 and charge +1 in a non-equilibrium geometry from OMol25. Energies are from ωB97M-V/def2-TZVPD.

Each line ends with the natural charge from an NBO analysis.
Atoms and positions in Å:
C1 0.264 0.150 -1.103  -0.209
C2 0.460 -0.055 0.669  0.532
C3 -1.909 -0.327 0.541  -0.442
N1 1.136 0.441 -2.209  -0.805
N2 1.632 0.208 1.330  -0.767
N3 -0.700 -0.143 1.355  -0.542
H1 -0.354 -0.699 -1.370  0.215
H2 -0.460 0.969 -0.878  0.221
H3 -2.678 -0.868 1.165  0.246
H4 -2.431 0.420 0.008  0.235
H5 -1.628 -1.091 -0.259  0.213
H6 1.529 1.438 -2.272  0.414
H7 1.636 0.072 2.390  0.431
H8 2.471 0.015 0.701  0.443
H9 -0.731 -0.155 2.318  0.418
H10 1.761 -0.377 -2.387  0.399

As for the net charge: +1. The SMILES is C/[NH+]=C(/N)CN. For the energy relative to the best compared isomer or geometry (same formula, charge and spin), the calculation gives 2.835 eV.

7.
Here is a 2-piece molecular cluster, C3H10N3 overall in a non-equilibrium geometry from OMol25. Energies are from ωB97M-V/def2-TZVPD.

Each line ends with the natural charge from an NBO analysis.
Atoms and positions in Å:
C1 -1.875 0.865 0.421  -0.179
C2 -0.866 0.175 -0.497  -0.243
C3 -0.050 -0.945 -0.165  0.318
N1 0.584 -1.561 -1.118  -0.692
N2 1.778 0.182 0.901  -1.037
N3 -0.609 1.453 0.188  -0.524
H1 -2.776 1.311 -0.040  0.239
H2 -1.840 0.379 1.364  0.208
H3 -1.158 0.175 -1.591  0.221
H4 -0.177 -1.262 0.948  0.255
H5 0.686 -1.001 -2.027  0.434
H6 0.894 -2.563 -1.121  0.453
H7 1.792 1.133 1.321  0.411
H8 1.644 -0.526 1.618  0.373
H9 -0.615 2.180 -0.513  0.380
H10 2.588 0.005 0.312  0.386

As for the net charge: +1. For the energy relative to the best compared isomer or geometry (same formula, charge and spin), the calculation gives 3.484 eV.

8.
Here is a 2-piece molecular cluster, C3H10N3O overall in a non-equilibrium geometry from OMol25. Energies are from ωB97M-V/def2-TZVPD.

Each line ends with the natural charge from an NBO analysis.
Atoms and positions in Å:
C1 -1.011 -0.367 -0.481  0.089
C2 0.464 -0.010 -0.731  0.544
C3 1.413 -1.010 -1.437  -0.694
N1 -1.589 1.319 1.056  -0.629
N2 -1.839 0.401 0.141  -0.211
N3 1.027 -0.215 1.176  -0.981
O1 0.431 1.224 -0.870  -0.640
H1 -1.517 -0.995 -1.233  0.226
H2 1.174 -0.949 -2.512  0.265
H3 1.341 -2.058 -1.134  0.240
H4 2.358 -0.527 -1.094  0.249
H5 -2.538 1.704 1.413  0.423
H6 -0.681 1.896 1.139  0.464
H7 -2.771 0.107 0.015  0.433
H8 1.638 0.692 1.158  0.417
H9 1.645 -0.973 1.347  0.398
H10 0.455 -0.237 2.046  0.406

As for the net charge: +1. For the energy relative to the best compared isomer or geometry (same formula, charge and spin), the calculation gives 4.960 eV.

9.
Here is a 2-piece molecular cluster, C3H10N3O overall from OMol25. Energies are from ωB97M-V/def2-TZVPD.

Each line ends with the natural charge from an NBO analysis.
Atoms and positions in Å:
C1 -2.890 -0.554 0.955  0.535
N1 -1.629 -0.869 1.430  -0.883
O1 -3.046 0.299 0.129  -0.576
H1 -3.703 -1.203 1.331  0.143
H2 -1.009 -0.071 1.455  0.394
H3 -1.581 -1.484 2.229  0.411
C2 1.529 1.101 -0.544  0.058
C3 1.398 -0.210 -0.757  -0.230
N2 0.058 -0.776 -0.976  -0.682
N3 2.694 1.709 -0.189  -0.762
H4 0.674 1.759 -0.635  0.211
H5 2.160 -0.945 -0.570  0.229
H6 -0.007 -1.338 -1.828  0.438
H7 -0.278 -1.338 -0.183  0.455
H8 -0.641 -0.032 -1.074  0.448
H9 3.548 1.241 -0.468  0.403
H10 2.722 2.710 -0.305  0.409

As for the net charge: +1. For the energy relative to the best compared isomer or geometry (same formula, charge and spin), the calculation gives 1.963 eV.

10.
Here is an isolated ion of composition C3H10N3O and charge +1 in a non-equilibrium geometry from OMol25. Energies are from ωB97M-V/def2-TZVPD.

Each line ends with the natural charge from an NBO analysis.
Atoms and positions in Å:
C1 0.648 0.865 1.917  0.501
C2 0.342 -1.608 -0.436  -0.648
C3 0.239 -0.079 -0.377  0.097
N1 -0.704 0.532 -1.463  -0.389
N2 0.100 0.762 0.743  -0.616
N3 -1.908 0.832 -0.765  -0.703
O1 1.667 0.326 2.526  -0.662
H1 0.426 1.891 2.340  0.199
H2 0.019 -1.913 -1.441  0.223
H3 -0.280 -1.990 0.412  0.244
H4 1.492 -1.973 -0.312  0.260
H5 1.335 0.164 -0.822  0.203
H6 -0.398 1.579 -1.868  0.479
H7 2.281 -0.428 2.264  0.536
H8 -2.794 0.178 -0.703  0.418
H9 -1.605 1.107 0.152  0.407
H10 -0.861 -0.244 -2.166  0.450

As for the net charge: +1. The SMILES is C[C@H](/N=C\O)[NH2+]N. For the energy relative to the best compared isomer or geometry (same formula, charge and spin), the calculation gives 5.746 eV.

11.
Here is a 2-piece molecular cluster, C3H10N3O2 overall in a non-equilibrium geometry from OMol25. Energies are from ωB97M-V/def2-TZVPD.

Each line ends with the natural charge from an NBO analysis.
Atoms and positions in Å:
N1 1.855 0.962 2.962  -0.915
C1 1.370 -0.007 2.053  0.864
O1 1.957 -0.141 0.943  -0.803
O2 0.332 -0.602 2.487  -0.844
H1 1.491 0.893 3.877  0.368
H2 2.770 1.355 2.818  0.362
N2 -0.064 -0.088 -2.977  -0.845
C2 -1.090 -0.261 -1.958  -0.212
C3 -0.514 -0.273 -0.560  -0.233
N3 -1.577 -0.650 0.379  -0.879
H3 0.453 0.754 -2.864  0.349
H4 -0.460 -0.144 -3.926  0.339
H5 -1.547 -1.252 -2.120  0.175
H6 -1.904 0.467 -2.082  0.133
H7 0.266 -1.028 -0.422  0.234
H8 -0.023 0.690 -0.400  0.163
H9 -1.082 -0.820 1.266  0.422
H10 -2.236 0.144 0.525  0.321

As for the net charge: -1. For the energy relative to the best compared isomer or geometry (same formula, charge and spin), the calculation gives 0.505 eV.

12.
Here is a 2-piece molecular cluster, C3H10N3O2 overall in a non-equilibrium geometry from OMol25. Energies are from ωB97M-V/def2-TZVPD.

Each line ends with the natural charge from an NBO analysis.
Atoms and positions in Å:
N1 -3.461 1.304 1.709  -0.926
C1 -2.389 0.475 1.264  0.851
O1 -1.482 0.257 2.087  -0.798
O2 -2.517 0.022 0.089  -0.826
H1 -3.181 1.891 2.479  0.356
H2 -4.025 1.721 0.993  0.356
C2 2.087 -0.684 -1.083  -0.622
C3 0.717 -0.319 -0.530  -0.236
N2 -0.094 -1.511 -0.293  -0.895
N3 2.843 0.530 -1.433  -1.104
H3 2.605 -1.301 -0.341  0.122
H4 1.943 -1.226 -2.011  0.164
H5 0.841 0.309 0.372  0.152
H6 0.189 0.333 -1.232  0.169
H7 -1.068 -1.198 -0.101  0.412
H8 0.225 -1.977 0.549  0.326
H9 3.055 1.085 -0.609  0.303
H10 3.712 0.289 -1.911  0.197

As for the net charge: -2. Its spin multiplicity is 2. The total energy comes out at -434.98564 Ha.